Density functional theory data (ωB97M-V/def2-TZVPD) for 2 unconnected molecules or ions with the total composition C4H10N3.

Each line ends with the Mulliken charge.
Positions of all 17 atoms, in Å:
C (-1.183, 0.741, -1.265)  0.5841
C (0.461, -0.324, 0.130)  0.1587
C (-0.449, 1.765, -1.945)  -0.7395
C (0.407, -1.441, 2.347)  -0.9093
N (-2.156, 0.138, -0.945)  -0.3211
N (-0.145, -0.740, 1.202)  -0.1386
N (1.742, -0.437, -0.111)  -0.3192
H (0.624, 1.736, -1.782)  0.2474
H (-0.650, 1.683, -3.016)  0.3225
H (-0.829, 2.726, -1.587)  0.2886
H (-0.097, -1.103, 3.252)  0.3196
H (0.264, -2.517, 2.246)  0.3049
H (1.470, -1.228, 2.450)  0.3172
H (-3.133, 0.076, -1.170)  0.2961
H (-1.152, -0.623, 1.214)  0.2131
H (2.137, -0.110, -0.977)  0.2011
H (2.390, -0.904, 0.518)  0.1745

Cartesian forces, eV/Å:
C 0.1 -2.3 2.1
C -1.7 1.4 -1.6
C 0.4 0.8 -0.7
C 0.1 -0.3 0.2
N 0.9 0.5 -0.3
N -0.1 -0.1 0.1
N 0.7 -0.4 0.5
H -0.1 -0.1 0.1
H 0.0 0.1 0.0
H 0.0 0.0 -0.1
H 0.1 0.0 -0.1
H 0.1 0.0 0.0
H 0.0 0.0 0.0
H -0.2 0.2 -0.2
H 0.1 0.1 -0.2
H -0.1 0.0 0.0
H 0.0 0.1 -0.1

## Properties
charge	+1
HOMO-LUMO gap	0.3503	Eh
multiplicity	1
highest occupied orbital energy	-13.02	eV